# C33H40AuN3O4

C33H40AuN3O4 as an isolated structure at a distorted geometry (ωB97M-V with the def2-TZVPD basis set, the OMol25 dataset).

LUMO level (alpha / beta) = -0.0222 / -0.0910 Ha
Kohn-Sham gap (alpha / beta) = 7.2 / 6.0 eV
Net charge = 0
HOMO level (alpha / beta) = -0.2859 / -0.3097 Ha
2S+1 = 3
Largest force on an atom = 2.2 eV/A

Positions of all 81 atoms, in Å:
Au1 0.73 0.30 0.59
C1 0.09 -3.77 3.57
C2 -0.51 -2.73 2.61
C3 -1.69 -1.99 3.18
C4 -0.89 -3.41 1.32
C5 -1.87 -4.35 1.34
C6 -2.29 -5.04 0.20
C7 -1.63 -4.80 -1.03
C8 -0.64 -3.88 -1.13
C9 -0.06 -3.52 -2.50
C10 0.06 -4.67 -3.48
C11 -0.90 -2.38 -3.05
C12 -0.18 -3.21 0.08
N1 0.90 -2.42 0.10
C13 2.07 -2.53 -0.58
O1 2.75 -3.57 -0.63
C14 2.60 -1.26 -1.22
C15 3.59 -1.36 -2.19
C16 3.95 -0.21 -2.89
C17 3.31 0.99 -2.62
C18 2.30 0.98 -1.68
N2 1.97 -0.12 -1.00
C19 1.54 2.23 -1.43
O2 1.94 3.25 -1.99
N3 0.44 2.09 -0.65
C20 -0.44 3.13 -0.37
C21 -1.65 3.20 -1.09
C22 -2.49 4.27 -0.79
C23 -2.14 5.23 0.15
C24 -0.95 5.15 0.80
C25 -0.07 4.09 0.59
C26 1.24 4.05 1.34
C27 1.04 3.97 2.87
C28 2.08 5.28 0.94
C29 -2.16 2.16 -2.09
C30 -1.22 1.89 -3.27
C31 -2.57 0.87 -1.40
H1 0.41 -3.32 4.53
H2 0.90 -4.32 3.12
H3 -0.68 -4.49 3.84
H4 0.26 -1.98 2.36
H5 -2.49 -2.70 3.39
H6 -2.07 -1.17 2.56
H7 -1.40 -1.61 4.15
H8 -2.30 -4.56 2.32
H9 -3.06 -5.80 0.25
H10 -1.95 -5.34 -1.91
H11 0.95 -3.12 -2.34
H12 -0.92 -5.03 -3.75
H13 0.64 -5.55 -3.17
H14 0.43 -4.30 -4.43
H15 -1.87 -2.78 -3.28
H16 -0.45 -1.95 -3.94
H17 -1.01 -1.62 -2.28
H18 4.02 -2.32 -2.38
H19 4.69 -0.24 -3.67
H20 3.53 1.91 -3.17
H21 -3.44 4.40 -1.29
H22 -2.87 6.01 0.40
H23 -0.60 5.91 1.49
H24 1.82 3.17 1.00
H25 0.60 4.86 3.27
H26 2.02 3.78 3.32
H27 0.36 3.16 3.06
H28 1.61 6.22 1.22
H29 2.16 5.29 -0.14
H30 3.09 5.26 1.41
H31 -3.07 2.58 -2.53
H32 -0.32 1.37 -2.96
H33 -0.93 2.81 -3.77
H34 -1.69 1.28 -4.01
H35 -1.72 0.34 -1.05
H36 -3.18 0.29 -2.13
H37 -3.13 1.13 -0.50
C32 0.33 0.73 4.72
C33 0.67 0.54 3.27
O3 -0.28 0.68 2.39
O4 1.82 0.30 2.90
H38 -0.65 1.15 4.84
H39 1.12 1.31 5.17
H40 0.38 -0.27 5.13

Results of the Mulliken charge analysis, in e, for atoms 1 through 8:
1. Au 1.166
2. C -1.506
3. C 1.533
4. C -1.511
5. C 0.578
6. C -0.386
7. C -1.521
8. C -0.328



# C2H8N4S

One molecule with the formula C2H8N4S at a distorted geometry (ωB97M-V with the def2-TZVPD basis set, the OMol25 dataset).

LUMO level = 0.0297 Ha
Kohn-Sham gap = 9.2 eV
Net charge = 0
HOMO level = -0.3073 Ha
Largest force on an atom = 5.3 eV/A
Energy above the lowest of the compared OMol25 structures with the same formula, charge and spin = 83.5 kcal/mol
SMILES = N/N=C(/CS)NN

Positions of all 15 atoms, in Å:
N1 0.73 -1.44 1.59
N2 0.19 -0.20 1.53
C1 -0.45 0.14 0.44
C2 -0.82 1.56 0.31
S1 0.24 2.41 -0.99
N3 -0.56 -0.74 -0.70
N4 0.70 -0.97 -1.39
H1 0.34 -2.25 0.80
H2 0.74 -1.89 2.58
H3 -1.92 1.81 0.36
H4 -0.06 1.91 1.27
H5 -0.52 2.29 -2.04
H6 -1.20 -0.14 -1.41
H7 1.53 -0.31 -1.13
H8 1.07 -2.17 -1.22

Results of the natural (NBO) charge analysis, in e, for atoms 1 through 8:
1. N -0.648
2. N -0.254
3. C 0.264
4. C -0.579
5. S -0.034
6. N -0.498
7. N -0.682
8. H 0.342



# C3H4Cl4Si

One molecule with the formula C3H4Cl4Si at a distorted geometry (ωB97M-V with the def2-TZVPD basis set, the OMol25 dataset).

LUMO level = 0.0211 Ha
Kohn-Sham gap = 10.3 eV
Net charge = 0
HOMO level = -0.3589 Ha
Largest force on an atom = 3.3 eV/A
Energy above the lowest of the compared OMol25 structures with the same formula, charge and spin = 0.0 kcal/mol
SMILES = C/C(=C/Cl)[Si](Cl)(Cl)Cl

Positions of all 12 atoms, in Å:
C1 -0.30 -0.94 1.29
C2 0.18 0.16 0.46
C3 1.07 1.10 0.70
Cl1 1.57 2.18 -0.61
Si1 -0.45 -0.02 -1.46
Cl2 1.10 -0.49 -2.59
Cl3 -1.97 -1.35 -1.52
Cl4 -1.26 1.61 -2.34
H1 -1.39 -1.00 1.47
H2 -0.17 -1.89 0.67
H3 0.16 -0.89 2.29
H4 1.47 1.52 1.64

Results of the natural (NBO) charge analysis, in e, for atoms 1 through 8:
1. C -0.663
2. C -0.387
3. C -0.189
4. Cl -0.024
5. Si 1.351
6. Cl -0.328
7. Cl -0.348
8. Cl -0.345



# C2HNO3S

C2HNO3S as an isolated structure at a distorted geometry (ωB97M-V with the def2-TZVPD basis set, the OMol25 dataset).

LUMO level (alpha / beta) = -0.0749 / -0.0749 Ha
Kohn-Sham gap (alpha / beta) = 8.1 / 8.1 eV
Net charge = 0
HOMO level (alpha / beta) = -0.3742 / -0.3742 Ha
Largest force on an atom = 4.5 eV/A
Energy above the lowest of the compared OMol25 structures with the same formula, charge and spin = 95.7 kcal/mol

Positions of all 8 atoms, in Å:
C1 1.17 0.45 0.01
C2 0.83 -0.95 0.11
N1 -1.12 -0.78 -0.07
O1 0.59 1.39 0.51
O2 1.25 -2.03 0.16
O3 -3.05 0.68 0.14
S1 -1.63 0.65 -0.11
H1 1.96 0.60 -0.75

Calculated atomic charges, method natural (NBO), unit e:
1. C 0.261
2. C 0.704
3. N -0.887
4. O -0.444
5. O -0.377
6. O -0.857
7. S 1.426
8. H 0.174



# C9H6N2O

One molecule with the formula C9H6N2O at a distorted geometry (ωB97M-V with the def2-TZVPD basis set, the OMol25 dataset).

LUMO level = 0.0059 Ha
Kohn-Sham gap = 7.9 eV
Net charge = 0
HOMO level = -0.2836 Ha
Largest force on an atom = 11.7 eV/A
Energy above the lowest of the compared OMol25 structures with the same formula, charge and spin = 111.5 kcal/mol
SMILES = N#Cc1c(O)cn2ccccc12

Positions of all 18 atoms, in Å:
N1 3.85 1.66 0.05
C1 2.59 1.25 0.13
C2 1.47 0.33 -0.08
C3 1.70 -0.99 -0.21
O1 2.87 -1.52 -0.36
C4 0.49 -1.68 0.13
N2 -0.59 -0.77 0.05
C5 -1.85 -1.01 -0.02
C6 -2.67 0.06 -0.26
C7 -2.12 1.43 -0.09
C8 -0.78 1.52 -0.19
C9 0.05 0.34 -0.02
H1 3.45 -0.58 -0.02
H2 0.34 -2.69 0.61
H3 -2.03 -2.00 0.57
H4 -3.76 -0.19 -0.20
H5 -2.63 2.32 0.26
H6 -0.37 2.51 -0.35

Results of the natural (NBO) charge analysis, in e, for atoms 1 through 8:
1. N -0.342
2. C 0.260
3. C -0.359
4. C 0.345
5. O -0.621
6. C -0.247
7. N -0.299
8. C 0.016



# C6H8N4O

One molecule with the formula C6H8N4O at a distorted geometry (ωB97M-V with the def2-TZVPD basis set, the OMol25 dataset).

LUMO level = -0.0146 Ha
Kohn-Sham gap = 9.4 eV
Net charge = 0
HOMO level = -0.3599 Ha
Largest force on an atom = 14.4 eV/A
Energy above the lowest of the compared OMol25 structures with the same formula, charge and spin = 143.1 kcal/mol
SMILES = CN(C)Cc1nonc1C#N

Positions of all 19 atoms, in Å:
C1 1.28 -2.85 0.28
N1 0.40 -1.65 0.23
C2 -0.83 -1.95 0.96
C3 1.13 -0.59 0.84
C4 0.56 0.78 0.30
N2 1.01 1.89 0.74
O1 0.36 2.91 0.15
N3 -0.66 2.33 -0.65
C5 -0.49 1.03 -0.53
C6 -1.29 0.14 -1.31
N4 -2.03 -0.56 -1.95
H1 0.73 -3.63 -0.08
H2 1.82 -3.15 1.22
H3 2.24 -2.65 -0.30
H4 -0.72 -2.14 2.12
H5 -1.49 -1.11 1.09
H6 -1.63 -2.76 0.28
H7 1.98 -0.74 0.64
H8 1.01 -0.48 2.01

Results of the natural (NBO) charge analysis, in e, for atoms 1 through 8:
1. C -0.416
2. N -0.440
3. C -0.448
4. C -0.162
5. C 0.132
6. N -0.062
7. O -0.119
8. N -0.020



What is the formula in the second record? C2H8N4S



Which value of largest force on an atom does entry 1 give? 2.2 eV/A